Here is an isolated ion of composition C5H13N3 and charge +2 from OMol25. Energies are from ωB97M-V/def2-TZVPD.

Each line ends with the Mulliken charge.
Element x y z (Å)
C (0.417058, -0.467971, 0.533200)  -0.18
C (-0.321282, 1.100955, 2.290319)  0.18
C (-1.696540, 1.002698, 2.747324)  -0.89
C (-0.578127, -1.179541, -1.511335)  -0.53
C (1.747895, -0.567793, -1.371335)  -1.05
N (0.231736, 0.423172, 1.384081)  0.12
N (0.281698, 1.116752, -1.356594)  -0.53
N (0.402171, -0.245592, -0.938034)  0.38
H (0.954057, -1.438358, 0.761340)  0.39
H (0.362502, 1.819446, 2.841392)  0.41
H (-2.485894, 0.441764, 2.073921)  0.32
H (-2.253088, 1.974203, 2.974780)  0.38
H (-1.555491, 0.353838, 3.763159)  0.33
H (-1.322303, -1.180440, -0.668073)  0.34
H (-1.024677, -0.895535, -2.482311)  0.30
H (-0.120659, -2.187230, -1.544863)  0.31
H (1.818459, -0.342558, -2.469978)  0.44
H (2.602307, -0.083713, -0.886676)  0.40
H (1.903536, -1.656240, -1.182032)  0.45
H (-0.611928, 1.506586, -1.358466)  0.25
H (0.917454, 1.293259, -1.993400)  0.18

Atomic forces in eV per Å
C 1.5 -8.1 -5.0
C 0.9 0.1 -0.3
C -3.9 -0.8 0.6
C -2.1 -1.2 0.9
C 2.6 -2.3 -1.8
N -0.7 7.5 6.1
N -2.5 -2.4 5.3
N 0.2 2.2 -0.6
H -0.1 1.6 -0.1
H -0.4 -0.8 -0.1
H 2.1 0.7 1.1
H 1.3 -1.1 0.2
H -0.3 1.5 -1.9
H -0.1 -0.4 -1.5
H 0.6 0.1 0.5
H -0.3 0.6 -0.1
H -0.1 -0.6 0.9
H -0.7 0.5 0.3
H -0.1 0.8 -0.5
H -1.7 0.6 -0.3
H 3.5 1.6 -4.0

Multiplicity: 3
ΔE to the lowest compared entry with this formula, charge and spin in kJ/mol: 417.5
HOMO level (alpha / beta) in hartree: -0.608 / -0.712
Orbital gap (alpha / beta) in eV: 7.5 / 5.3
Charge: +2
Maximum force in eV/Å: 9.66